1.
C4H15NO3 | ωB97M-V/def2-TZVPD

Geometry (Å):
C  2.161005  1.311141  1.620507
C  0.776469  1.572659  1.045518
O  -0.141128  2.002991  2.048919
C  0.250312  0.363475  0.253222
C  -0.265405  -0.743774  1.152365
N  -0.679361  0.876202  -0.754814
H  2.159478  0.712463  2.542187
H  2.698182  2.221832  1.885084
H  2.782343  0.739483  0.940144
H  0.826280  2.437142  0.381940
H  0.017292  1.521027  2.869121
H  1.068035  0.000112  -0.369071
H  -0.941810  -1.399615  0.610994
H  -0.770143  -0.330780  2.020206
H  0.555327  -1.366070  1.523033
H  -1.560287  1.219875  -0.364546
H  -0.975583  0.150320  -1.412065
O  -2.440215  -1.883309  -2.633975
H  -3.259682  -2.245942  -2.267981
H  -2.691149  -1.481459  -3.473401
O  0.526856  -1.946240  -2.576484
H  0.078444  -1.242587  -2.088950
H  -0.175259  -2.488935  -2.951946

Forces on atoms 1 to 6 (eV/Å):
C 0.35 -0.17 0.59
C 0.40 -0.02 0.32
O -0.12 0.04 0.14
C -0.08 0.62 -0.61
C 0.37 -0.28 0.16
N -1.06 -0.09 -0.33

structure (SMILES) = C[C@H](O)[C@@H](C)N.O.O
DFT total energy = -441.86252 a.u.
ΔE to the lowest compared entry with this formula, charge and spin = 50.8 kJ/mol
HOMO = -9.24 eV

---

2.
C16H16LaN5O3S | ωB97M-V/def2-TZVPD

Geometry (Å):
La  8.846689  13.220652  7.134281
N  14.775157  7.616348  5.481939
C  13.498291  8.119485  5.751104
C  12.927404  8.084779  7.050319
C  11.898756  8.952085  7.347982
C  11.267254  9.716890  6.355837
C  11.564605  9.475715  5.018782
C  12.735003  8.789110  4.723783
S  10.308315  11.011255  6.842904
O  9.208014  11.064729  5.898068
O  11.100071  12.283222  6.818421
N  9.605714  10.718405  8.213501
C  9.882410  11.409408  9.370716
N  9.355015  12.702475  9.444335
C  9.697480  13.372338  10.548881
C  10.321056  12.830424  11.679273
C  10.843146  11.569077  11.435514
N  10.708430  10.931485  10.259877
H  15.499134  7.527300  6.224348
H  14.916524  7.307118  4.508731
H  13.466806  7.509680  7.770725
H  11.657326  9.187065  8.379020
H  11.070239  9.971287  4.214443
H  13.071129  8.719592  3.692695
H  9.326107  14.385366  10.497100
H  10.363739  13.341812  12.684648
H  11.396350  11.038035  12.227660
O  6.429062  13.304959  6.445059
C  5.951858  14.518907  5.795637
C  7.101694  15.459761  5.679349
C  7.029727  16.839459  5.900255
C  8.137313  17.609868  5.676071
C  9.359844  16.987158  5.278760
C  9.337606  15.615002  5.058553
N  8.251642  14.886444  5.297503
H  5.752098  12.902795  7.054409
H  5.125608  15.008383  6.388744
H  5.481007  14.299181  4.809163
H  6.035032  17.272985  6.156846
H  8.133108  18.659324  5.843885
H  10.309089  17.525923  5.148585
H  10.201356  15.105668  4.657096

Forces on atoms 1 to 6 (eV/Å):
La -0.75 0.15 -0.98
N -1.25 0.17 -0.04
C 0.19 0.48 -0.35
C 0.75 0.64 -1.23
C 0.24 0.70 0.35
C 0.66 -1.34 0.77

DFT total energy = -1548.07306 a.u.
ΔE to the lowest compared entry with this formula, charge and spin = 84.6 kJ/mol
HOMO = -12.96 eV
charge = +2

---

3.
C12H28NO5P2SSc | ωB97M-V/def2-TZVPD

Geometry (Å):
C  -3.086137  -0.257302  -2.033451
C  -2.235210  0.043073  -0.947509
N  -0.900822  0.362676  -1.176209
C  -0.395733  0.132618  -2.407553
C  -1.199186  -0.201698  -3.482332
C  -2.570548  -0.370634  -3.308229
C  -2.768440  -0.070616  0.372923
P  -1.870832  0.484327  1.779882
Sc  0.465492  0.770420  0.652219
P  2.340361  0.105550  -1.454090
C  1.072719  0.293932  -2.752015
O  -2.353268  -2.990263  0.258818
O  -0.075550  -2.850931  -0.937684
H  -4.143383  -0.453557  -1.834358
H  -0.728680  -0.352495  -4.453470
H  -3.203186  -0.608862  -4.152491
C  -2.496122  2.109236  2.331288
C  -2.262428  -0.606003  3.182125
H  1.356230  -0.457290  -3.509923
H  1.260413  1.282382  -3.201405
H  -2.820027  -2.117129  0.296899
H  -3.854369  -0.189507  0.447924
C  3.682483  1.179643  -2.039539
C  3.041968  -1.540160  -1.756061
H  -0.021205  -1.275334  0.620597
H  0.452173  -3.510702  -0.461097
H  -1.010902  -2.963890  -0.563878
H  -3.053851  -3.651453  0.076417
H  1.990659  1.157611  -0.424729
H  0.596648  -1.055935  0.128527
H  -3.464513  1.981781  2.828148
H  -1.776091  2.549749  3.035970
H  -2.604450  2.787295  1.476987
H  -3.216545  -0.299348  3.630283
H  -2.312366  -1.648037  2.841557
H  -1.454131  -0.496860  3.921229
H  3.535262  -1.522192  -2.741648
H  3.799160  -1.799832  -1.005774
H  2.264377  -2.312033  -1.766475
H  4.161097  0.746045  -2.923387
H  3.268032  2.166078  -2.264015
H  4.407340  1.271726  -1.222649
C  3.115119  2.161676  3.282194
S  1.497651  1.421201  3.068405
O  0.805689  1.213387  4.314360
O  0.775534  2.317870  2.058119
O  1.693037  0.155587  2.226907
H  3.033009  3.014397  3.967138
H  3.497561  2.503144  2.313289
H  3.765964  1.390658  3.707766

Forces on atoms 1 to 6 (eV/Å):
C -0.22 -0.26 -1.22
C 0.11 0.01 1.16
N -0.04 -0.25 0.12
C -0.58 0.08 -0.70
C 0.66 -0.13 -0.31
C -0.34 0.14 0.98

DFT total energy = -2746.57449 a.u.
ΔE to the lowest compared entry with this formula, charge and spin = 0.0 kJ/mol
HOMO = -5.54 eV

---

4.
C5H15N2 | ωB97M-V/def2-TZVPD

Geometry (Å):
C  -0.037087  -2.240068  -0.194200
N  -1.050687  -1.294737  -0.703216
C  -1.202325  -1.243075  -2.183061
H  0.100742  -2.057303  0.865145
H  -0.408574  -3.261746  -0.343242
H  0.907371  -2.096884  -0.743937
H  -0.794398  -0.286504  -0.397692
H  -1.970184  -1.564712  -0.299609
H  -0.267316  -0.806746  -2.555827
H  -2.028980  -0.569737  -2.424961
H  -1.296622  -2.249024  -2.586191
C  1.881345  1.830822  1.518485
C  0.875802  0.731155  1.154850
C  -0.745947  2.137081  0.287290
N  -0.029899  1.107378  0.046709
H  2.672114  1.454586  2.175145
H  2.341972  2.312457  0.648984
H  1.419861  2.624785  2.106962
H  0.289788  0.408778  2.032288
H  1.481791  -0.118519  0.831737
H  -0.670463  2.685425  1.234874
H  -1.468307  2.496589  -0.470534

Forces on atoms 1 to 6 (eV/Å):
C 0.28 -0.52 -0.40
N -1.26 0.26 0.31
C 0.86 0.31 -0.02
H 0.09 -0.03 0.06
H 0.24 0.26 -0.01
H -0.43 -0.03 0.29

DFT total energy = -308.74557 a.u.
ΔE to the lowest compared entry with this formula, charge and spin = 123.7 kJ/mol
HOMO = -14.27 eV
charge = +1

---

Question: Among the records above, which one has the highest HOMO?
Answer: C12H28NO5P2SSc